{
  "formula": "H20NO8",
  "method": "ωB97M-V/def2-TZVPD",
  "de_lowest_ev": 3.6893,
  "homo_lumo_gap_ev": 10.50,
  "total_charge": 1,
  "species": ["O", "O", "O", "O", "O", "O", "O", "O", "N", "H", "H", "H", "H", "H", "H", "H", "H", "H", "H", "H", "H", "H", "H", "H", "H", "H", "H", "H", "H"],
  "xyz": [[4.720000, 10.975000, 28.551000], [5.716000, 10.373000, 33.068000], [10.082000, 12.732000, 32.220000], [9.764000, 10.141000, 32.935000], [6.622000, 14.347000, 31.755000], [8.305000, 12.645000, 28.133000], [5.900000, 13.835000, 28.939000], [10.242000, 9.928000, 30.182000], [7.391000, 11.189000, 30.667000], [8.168000, 12.852000, 27.140000], [10.281000, 9.694000, 31.133000], [5.839000, 13.873000, 29.883000], [9.831000, 13.507000, 32.573000], [9.978000, 11.053000, 32.646000], [9.319000, 12.606000, 28.238000], [5.422000, 9.503000, 32.943000], [7.828000, 10.910000, 29.781000], [5.333000, 10.682000, 28.001000], [4.923000, 10.731000, 33.099000], [7.850000, 10.767000, 31.303000], [7.335000, 15.006000, 31.948000], [7.429000, 12.388000, 30.884000], [10.167000, 9.160000, 29.813000], [10.653000, 12.845000, 31.511000], [6.411000, 11.011000, 30.700000], [9.863000, 9.930000, 33.898000], [6.730000, 13.522000, 28.914000], [4.249000, 10.166000, 28.783000], [6.428000, 13.987000, 32.558000]],
  "forces_ev_per_a": [[-4.068, 1.349, 4.328], [5.645, -1.092, -0.473], [-0.562, -4.788, -0.186], [-0.287, -0.785, 0.201], [2.205, 1.834, -3.156], [2.202, 0.120, -1.937], [-4.057, 1.372, 0.189], [0.288, 6.826, 4.164], [-2.924, 8.132, -5.135], [0.325, -0.462, 2.395], [0.060, 0.352, -0.162], [-1.051, 0.670, 1.026], [-1.074, 4.327, 1.875], [0.035, -0.224, 1.387], [-2.331, 0.120, -0.403], [0.208, -2.649, -0.192], [-0.270, 0.732, -0.164], [4.447, -1.704, -4.232], [-5.890, 3.783, 0.538], [4.063, -3.901, 6.532], [-1.006, -0.642, -0.448], [0.213, -4.137, -0.976], [-0.539, -7.176, -3.981], [1.736, 0.660, -1.958], [-1.036, -0.598, -0.119], [0.100, 0.947, -1.487], [5.002, -1.724, -1.315], [-0.331, 0.179, 0.027], [-1.104, -1.520, 3.660]]
}



{
  "formula": "H20NeO10Xe",
  "method": "ωB97M-V/def2-TZVPD",
  "de_lowest_ev": 0.4601,
  "homo_lumo_gap_ev": 10.52,
  "species": ["Xe", "Ne", "O", "O", "O", "O", "O", "O", "O", "O", "O", "O", "H", "H", "H", "H", "H", "H", "H", "H", "H", "H", "H", "H", "H", "H", "H", "H", "H", "H", "H", "H"],
  "xyz": [[0.009962, 0.043647, 0.053320], [-3.062448, 0.689407, 2.289550], [1.345812, 1.262587, 3.942170], [-1.810138, 3.513627, 0.202200], [3.446202, -0.187043, -0.479540], [1.050532, 1.207327, -3.213550], [0.538892, -1.530643, -3.528580], [-1.289918, -2.944763, -1.922540], [3.601582, -0.660433, 2.133970], [-1.148868, 2.770437, -2.426580], [-0.767668, -0.888793, 3.232050], [-3.420918, -2.126533, 2.237020], [2.757422, 0.293847, -0.938410], [0.235452, 1.629697, -2.942510], [-0.053208, -1.863063, -2.853930], [-1.719658, 3.346287, -0.735900], [-2.525138, 2.941177, 0.480230], [-1.042698, -0.977863, 4.144550], [-0.258538, -1.680123, 3.056510], [-1.752598, -3.522053, -2.529910], [0.840342, 0.273827, -3.238480], [-1.947158, 2.806307, -2.953520], [-2.599998, -1.647043, 2.348430], [-0.802458, 3.662317, -2.454730], [4.312002, -1.296673, 2.051910], [-3.860098, -1.684843, 1.510210], [3.520802, -0.276933, 1.260680], [-1.517988, -3.277383, -1.054450], [0.813572, 0.537607, 3.614520], [4.242692, 0.316977, -0.646270], [1.832102, 1.568467, 3.176530], [1.032142, -2.299363, -3.814950]],
  "forces_ev_per_a": [[-0.113, -0.003, 0.026], [-0.010, 0.165, -0.013], [-0.012, 0.280, 0.324], [-0.035, 0.363, 0.465], [0.180, -0.063, -0.103], [0.551, 0.363, 0.089], [0.132, 0.221, -0.325], [0.010, 0.070, -0.046], [-0.027, -0.057, 1.008], [-0.202, -0.019, 0.165], [-0.168, 0.132, -0.221], [-0.204, -0.427, -0.040], [-0.386, 0.175, -0.347], [-0.248, 0.259, 0.093], [-0.372, -0.268, 0.452], [0.094, -0.359, -0.251], [-0.134, -0.113, 0.164], [-0.129, 0.030, 0.400], [0.317, -0.277, -0.091], [-0.140, -0.128, -0.252], [0.092, -0.643, -0.257], [-0.267, -0.088, -0.306], [0.454, 0.281, 0.169], [0.360, 0.361, -0.170], [0.108, -0.145, 0.030], [-0.162, 0.087, -0.133], [-0.205, -0.020, -0.589], [0.028, 0.018, 0.350], [-0.247, -0.284, -0.180], [0.298, 0.144, -0.201], [0.210, 0.003, -0.127], [0.225, -0.058, -0.085]]
}



{
  "formula": "H20O10",
  "method": "ωB97M-V/def2-TZVPD",
  "de_lowest_ev": 4.9736,
  "smiles": "O.O.O.O.O.O.O.O.O.O",
  "homo_lumo_gap_ev": 10.02,
  "species": ["O", "O", "O", "O", "O", "O", "O", "O", "O", "O", "H", "H", "H", "H", "H", "H", "H", "H", "H", "H", "H", "H", "H", "H", "H", "H", "H", "H", "H", "H"],
  "xyz": [[-0.665420, -0.554526, 0.818455], [4.242891, 0.135846, 0.384376], [1.879751, 3.985567, -0.820427], [0.479210, 1.715385, -1.185392], [3.143469, -2.148708, 0.416312], [-2.386769, 2.586011, 4.689192], [-1.342200, -3.638854, 1.288612], [-4.226376, 0.073078, -2.043369], [-1.794884, 0.682076, -1.749262], [0.066283, -2.123418, -0.434313], [-0.031245, -0.037479, 1.327843], [-1.610517, 2.072275, 4.939183], [-2.353777, 2.607206, 3.726149], [-4.407908, -0.555333, -2.751278], [4.006719, 0.422758, -0.504946], [0.540001, -2.614253, -1.115241], [-3.412786, 0.509504, -2.320123], [-1.852454, -0.250252, -1.986835], [-0.669242, -4.149809, 0.824886], [-1.462059, -4.109783, 2.120988], [-0.274487, 1.170117, -1.437606], [0.210402, -2.637268, 0.368294], [1.182100, 3.333190, -0.949566], [-0.359983, -0.469585, -0.091755], [5.128368, 0.492176, 0.518345], [2.917175, -1.229309, 0.236071], [2.290388, -2.594214, 0.468911], [1.459043, 4.678821, -0.299473], [-1.846797, 1.143010, -2.594150], [1.151107, 1.505772, -1.843881]],
  "forces_ev_per_a": [[-0.575, 1.926, 1.441], [0.242, 0.649, -0.277], [0.115, 0.511, 0.084], [0.995, -0.033, -0.212], [-0.582, -0.583, -0.145], [0.155, -0.051, -0.090], [0.188, -0.305, 0.190], [-0.508, -0.376, -0.600], [0.450, 0.006, -0.538], [1.423, -2.179, -2.250], [-0.178, 0.184, 0.003], [-0.097, 0.046, 0.014], [-0.063, -0.008, 0.065], [-0.297, 0.018, 0.091], [0.124, 0.167, 0.045], [0.077, -0.179, -0.262], [-0.780, 0.028, 0.487], [0.027, -0.323, 0.349], [-0.343, -0.302, 0.009], [-0.041, 0.058, 0.018], [-0.511, 0.051, 0.232], [-0.537, 0.636, 0.263], [-0.185, -0.186, 0.113], [-0.083, 0.092, 0.665], [-0.108, -0.066, 0.084], [0.241, -0.153, 0.321], [0.215, 0.055, 0.021], [0.173, -0.049, -0.076], [0.327, 0.285, -0.149], [0.136, 0.079, 0.102]]
}



{
  "formula": "H20O10",
  "method": "ωB97M-V/def2-TZVPD",
  "de_lowest_ev": 3.5253,
  "smiles": "O.O.O.O.O.O.O.O.O.O",
  "homo_lumo_gap_ev": 11.49,
  "species": ["O", "O", "O", "O", "O", "O", "O", "O", "O", "O", "H", "H", "H", "H", "H", "H", "H", "H", "H", "H", "H", "H", "H", "H", "H", "H", "H", "H", "H", "H"],
  "xyz": [[-0.706236, -0.908155, -5.867058], [-4.165086, 2.616445, 3.478482], [-3.952926, -2.319175, -2.868418], [4.920024, 1.031495, -3.362618], [-3.275946, -4.538025, 0.654112], [-1.477456, -0.261415, 4.802852], [0.757654, 3.637365, -3.761788], [0.054704, 0.557535, -0.722088], [2.544224, -1.369605, 3.899782], [5.101464, 2.025195, 2.950052], [-5.028926, 2.418115, 3.839962], [-0.424366, -0.616835, -6.734188], [-3.368276, -5.407115, 0.263742], [-0.745346, 0.198725, -0.338158], [-0.191336, -0.379725, -5.257238], [3.070384, -1.706765, 4.624842], [-4.870106, -2.283095, -3.139918], [1.198034, 4.334125, -3.275138], [-1.695496, -0.255475, 5.734872], [2.266494, -2.150725, 3.421282], [5.966054, 1.790405, 3.287092], [-3.422216, -3.931945, -0.072178], [-3.464486, -2.009585, -3.631188], [-0.525036, -0.354095, 4.779792], [-3.656246, 1.818335, 3.621082], [0.718814, 0.444615, -0.042058], [4.123054, 1.532465, -3.536098], [5.467244, 1.622575, -2.845498], [0.241664, 3.173335, -3.102488], [4.539664, 1.290995, 3.198162]],
  "forces_ev_per_a": [[-0.213, -0.186, 0.060], [0.024, 0.222, -0.090], [0.041, -0.115, 0.288], [0.074, -0.218, -0.067], [0.052, 0.015, 0.273], [-0.224, 0.047, -0.178], [0.080, -0.056, -0.270], [0.040, 0.136, -0.260], [-0.069, 0.307, -0.013], [-0.030, 0.202, -0.105], [-0.224, -0.013, 0.068], [0.045, 0.053, -0.231], [-0.014, -0.214, -0.078], [-0.257, -0.090, 0.067], [0.140, 0.134, 0.212], [0.139, -0.071, 0.214], [-0.240, 0.008, -0.034], [0.102, 0.196, 0.096], [-0.090, 0.001, 0.229], [-0.095, -0.201, -0.186], [0.234, -0.016, 0.061], [-0.035, 0.236, -0.254], [0.239, 0.083, -0.216], [0.318, -0.019, -0.085], [0.252, -0.246, 0.036], [0.210, -0.006, 0.151], [-0.263, 0.106, -0.072], [0.164, 0.118, 0.140], [-0.162, -0.198, 0.211], [-0.236, -0.215, 0.034]]
}



{
  "formula": "H20O10",
  "method": "ωB97M-V/def2-TZVPD",
  "de_lowest_ev": 3.2773,
  "smiles": "O.O.O.O.O.O.O.O.O.O",
  "homo_lumo_gap_ev": 9.76,
  "species": ["O", "O", "O", "O", "O", "O", "O", "O", "O", "O", "H", "H", "H", "H", "H", "H", "H", "H", "H", "H", "H", "H", "H", "H", "H", "H", "H", "H", "H", "H"],
  "xyz": [[-1.276526, 1.775939, -1.758428], [3.017827, -0.753743, 1.786276], [1.555975, 1.375875, -1.394216], [-3.729183, -0.474993, -0.080335], [-2.335454, 1.941200, 0.655686], [-0.479554, -2.964546, 1.676589], [0.619742, -1.639587, -1.892230], [-1.792603, 0.044405, 2.867673], [0.120344, -0.143541, 0.295891], [3.196748, -0.836407, -1.109336], [-1.194820, 2.667726, -2.104412], [2.063178, -0.807298, 1.806711], [-1.962051, 1.775397, -0.248261], [3.460449, 0.071969, -0.911871], [-2.152000, 0.622188, 3.551869], [1.569399, -1.642241, -2.082990], [0.937306, 0.263460, -0.049826], [-0.265990, -2.056530, 1.450020], [-3.306314, 0.339219, 0.136119], [1.795836, 2.291077, -1.239972], [3.172501, -0.731074, 0.862639], [-1.516008, 2.130404, 1.185818], [1.770629, 1.373647, -2.319978], [0.566452, -1.150116, -1.072067], [-0.573636, 0.519008, 0.282883], [-0.402485, 1.415615, -1.912693], [-1.310310, -3.027692, 1.211889], [3.989660, -1.141402, -1.430006], [-2.490281, -0.195717, 2.299608], [-3.048831, -1.042244, -0.463050]],
  "forces_ev_per_a": [[-0.044, 0.212, -0.479], [-0.136, 0.298, 1.220], [0.339, 0.982, -0.175], [-0.477, -1.381, -0.222], [1.647, 0.070, 0.115], [0.046, 0.189, -0.074], [0.441, -0.238, -0.996], [1.673, 0.564, 1.308], [0.704, -0.296, 0.439], [-1.881, 1.752, 1.111], [-0.363, 0.261, -0.024], [-0.491, -0.118, 0.445], [-0.456, 0.587, 0.412], [-0.599, 0.240, -0.019], [-0.123, -0.231, -0.258], [-0.431, -0.122, 0.078], [-0.739, 0.153, 0.309], [0.493, 0.404, 0.189], [0.549, 1.118, 0.373], [-0.073, 0.524, 0.926], [0.529, -0.351, -1.420], [-1.395, -0.291, -0.359], [0.138, -1.028, -1.055], [-0.437, -0.117, 0.342], [-0.040, 0.083, 0.115], [0.358, -0.567, 0.122], [-0.545, -0.567, -0.120], [2.974, -1.950, -1.277], [-1.553, -0.343, -1.008], [-0.106, 0.164, -0.017]]
}



no.,lowest unoccupied orbital energy (eV),HOMO energy (eV),E (Ha)
1,-3.25,-13.744,-668.34409
2,0.07,-10.453,-1222.68486
3,-0.23,-10.254,-764.29914
4,0.15,-11.341,-764.35237
5,-0.85,-10.608,-764.36148